A molecular structure, C43H67F7N2O27S in a non-equilibrium geometry. Source: the Open Molecules 2025 dataset; level of theory: ωB97M-V with the def2-TZVPD basis set.

```
147
Properties=species:S:1:pos:R:3:forces:R:3:lowdin_charge:R:1
C -2.7251 -0.6286 0.2983 -0.246 0.294 -0.734 0.035
C -1.5289 -1.1893 -0.4185 0.083 -0.132 -0.071 -0.540
O -0.4024 -0.8431 -0.2185 0.363 0.192 0.080 0.124
O -1.8079 -2.1765 -1.3169 -0.685 -0.273 0.496 -0.041
C -1.4415 -3.4898 -0.8045 0.676 0.254 -1.005 -0.134
C -0.1642 -3.9672 -1.5182 -0.170 -0.057 0.274 -0.166
C -0.3172 -5.3316 -2.1938 0.840 0.102 0.397 -0.191
C -0.3151 -6.4812 -1.1612 0.198 0.238 -0.121 -0.191
C 0.9370 -7.3760 -1.2477 -0.647 0.345 0.137 -0.196
C 2.1416 -6.6004 -0.7047 -0.128 -0.757 -0.103 -0.124
C 3.4608 -7.3641 -0.6456 -0.025 0.480 -0.210 -0.091
C 3.4056 -8.7911 -0.7362 0.790 -0.650 0.002 0.052
C 4.5040 -9.6080 -0.6839 -0.241 0.287 0.212 -0.131
C 4.4642 -11.1068 -0.8183 0.263 -0.030 -0.630 -0.097
C 3.1214 -11.6310 -1.2499 0.250 0.104 0.098 -0.266
O 2.2483 -11.8800 -0.4706 -0.503 -0.229 0.300 0.072
C 5.7728 -8.9853 -0.4852 -0.863 0.579 -0.191 -0.321
N 6.9336 -9.6048 -0.3876 0.683 -0.212 0.077 -0.215
S 8.0540 -8.4563 -0.1762 -0.686 -0.325 -0.069 1.045
N 7.1128 -7.1732 -0.2090 0.451 0.820 0.117 -0.243
C 5.8529 -7.5466 -0.3937 0.065 -0.693 0.028 -0.256
C 4.6738 -6.7288 -0.4989 0.167 -0.313 0.084 -0.007
C 4.8197 -5.2223 -0.4335 -0.312 -0.394 -0.186 -0.374
F 6.0980 -4.8496 -0.6216 0.123 0.160 0.182 0.124
F 4.1402 -4.6382 -1.4546 -0.189 0.043 -0.111 0.113
C 4.2908 -4.5753 0.9048 -0.140 0.850 -0.268 -0.336
F 3.4282 -3.5816 0.5974 -0.077 0.028 -0.054 0.143
F 3.6140 -5.4422 1.6703 0.284 -0.375 0.093 0.156
C 5.3918 -3.9089 1.7608 -0.153 -0.122 0.501 -0.564
F 4.8614 -3.5072 2.9202 -0.133 -0.023 0.018 0.177
F 5.8772 -2.8369 1.1533 0.242 -0.053 -0.173 0.195
F 6.3598 -4.7767 2.0433 0.178 -0.007 -0.107 0.183
H -2.6695 0.4569 0.3088 0.134 0.071 0.173 0.093
H -2.7612 -0.9897 1.3231 0.008 -0.106 0.061 0.075
H -3.6198 -0.9102 -0.2471 -0.179 -0.102 0.187 0.088
H -1.3045 -3.4134 0.2714 -0.108 -0.162 0.123 0.126
H -2.2570 -4.1656 -1.0505 -0.239 0.103 0.170 0.126
H 0.1327 -3.2092 -2.2382 -0.157 0.092 -0.115 0.113
H 0.6399 -4.0064 -0.7811 0.152 -0.084 -0.060 0.103
H -1.1709 -5.3415 -2.8690 -0.151 -0.042 0.073 0.114
H 0.5707 -5.4540 -2.8194 -0.085 -0.065 -0.243 0.103
H -1.2241 -7.0751 -1.2164 -0.017 -0.143 -0.066 0.108
H -0.2832 -6.0351 -0.1641 -0.292 -0.053 0.137 0.106
H 0.7189 -8.2580 -0.6495 0.184 -0.174 0.013 0.107
H 1.0746 -7.6744 -2.2886 0.175 -0.151 -0.008 0.124
H 2.2281 -5.6974 -1.2960 0.226 0.168 0.072 0.103
H 1.8862 -6.3174 0.3166 0.036 0.172 0.070 0.127
H 2.4576 -9.2833 -0.8577 -0.268 0.177 0.005 0.096
H 5.1901 -11.3745 -1.5905 0.106 -0.026 0.008 0.123
H 4.7969 -11.6074 0.0887 -0.140 0.090 0.229 0.134
H 2.9603 -11.7756 -2.3323 0.031 0.055 -0.119 0.130
C -3.2945 3.8410 -3.3308 0.142 0.058 -0.168 -0.027
O -4.1536 2.9373 -2.6281 0.024 -0.024 -0.029 0.013
C -4.7505 3.4651 -1.5643 -0.011 -0.029 -0.009 -0.605
O -4.6210 4.5997 -1.1756 -0.168 -0.511 -0.029 0.095
O -5.5119 2.5292 -1.0031 0.001 -0.028 0.019 0.008
C -6.2167 2.9638 0.1630 -0.151 -0.051 0.183 -0.034
H -2.8781 3.2865 -4.1662 -0.075 -0.120 0.047 0.094
H -3.8585 4.6916 -3.7094 0.005 0.044 0.101 0.101
H -2.4849 4.1802 -2.6870 -0.063 0.064 0.041 0.098
H -6.8969 3.7778 -0.0801 0.087 0.071 0.005 0.098
H -5.5204 3.2714 0.9409 0.010 0.101 -0.052 0.098
H -6.7906 2.1112 0.5136 0.054 -0.077 -0.113 0.094
C -0.4762 10.1853 -2.3093 0.243 0.130 -0.051 -0.038
O -1.7520 9.5704 -2.4798 0.007 0.040 -0.026 0.004
C -2.0497 8.6594 -1.5488 -0.095 -0.036 -0.042 -0.625
O -1.3454 8.3417 -0.6244 0.048 0.074 0.010 0.117
O -3.2509 8.1662 -1.8220 -0.038 0.014 0.020 0.012
C -3.7100 7.1632 -0.8990 0.007 0.382 0.181 -0.038
H -0.3486 10.8955 -3.1214 -0.198 -0.044 -0.064 0.093
H -0.4276 10.7177 -1.3609 0.033 -0.098 0.051 0.081
H 0.3191 9.4438 -2.3645 -0.014 -0.024 0.133 0.100
H -3.7893 7.5833 0.1037 0.135 -0.003 -0.008 0.102
H -3.0437 6.3115 -0.9015 0.098 0.000 0.039 0.081
H -4.6874 6.8547 -1.2339 -0.037 0.082 -0.197 0.079
C -0.8129 1.1919 7.1189 -0.038 0.072 0.218 -0.038
O -1.2611 0.5294 5.9342 -0.040 -0.025 0.012 -0.002
C -0.3532 0.4851 4.9561 -0.072 -0.013 0.001 -0.621
O 0.7572 0.9403 5.0028 0.004 0.010 0.015 0.135
O -0.8977 -0.1554 3.9210 0.115 0.087 -0.038 -0.029
C -0.0312 -0.2791 2.7822 0.142 -0.033 -0.005 -0.016
H -1.6376 1.1572 7.8249 -0.077 -0.072 -0.102 0.093
H 0.0466 0.6778 7.5447 0.067 0.054 -0.072 0.098
H -0.5643 2.2300 6.9075 0.100 -0.032 -0.037 0.098
H 0.8637 -0.8445 3.0370 0.045 0.120 0.083 0.107
H 0.2370 0.7023 2.3987 0.065 -0.002 0.044 0.108
H -0.5780 -0.8147 2.0227 -0.153 -0.026 0.066 0.050
C 2.6154 14.9608 2.3246 0.101 0.261 0.004 -0.035
O 2.5386 13.5675 2.0153 0.036 -0.019 0.021 0.006
C 1.3094 13.0599 2.0822 0.047 -0.016 -0.039 -0.626
O 0.3092 13.6660 2.3682 -0.011 0.005 -0.010 0.120
O 1.3768 11.7657 1.7728 0.017 -0.050 -0.021 0.006
C 0.1185 11.0886 1.8013 -0.176 -0.274 -0.017 -0.040
H 3.6587 15.2470 2.2302 0.037 -0.167 -0.052 0.093
H 2.0233 15.5434 1.6212 -0.076 -0.019 0.049 0.093
H 2.2856 15.1480 3.3450 -0.115 -0.019 -0.036 0.097
H -0.5684 11.5228 1.0768 -0.039 0.100 0.097 0.089
H -0.3147 11.1216 2.7991 -0.045 0.141 -0.025 0.098
H 0.3009 10.0520 1.5323 0.192 0.050 -0.051 0.093
C -2.9738 -2.4122 4.4064 0.137 0.141 0.065 -0.030
O -3.1365 -3.8129 4.1535 -0.051 -0.031 -0.031 0.011
C -4.3947 -4.2305 4.2676 0.065 -0.036 -0.008 -0.627
O -5.3426 -3.5459 4.5505 -0.052 0.019 0.000 0.124
O -4.4327 -5.5401 4.0139 0.030 -0.017 -0.018 0.002
C -5.7416 -6.1042 4.1071 -0.149 -0.176 -0.010 -0.042
H -1.9232 -2.1825 4.2907 0.051 -0.199 -0.051 0.077
H -3.5492 -1.8261 3.6917 -0.088 0.001 0.080 0.095
H -3.2776 -2.1710 5.4230 -0.117 0.037 -0.046 0.104
H -6.4113 -5.6449 3.3821 -0.017 0.081 0.076 0.098
H -6.1399 -5.9884 5.1133 -0.034 0.101 -0.031 0.098
H -5.6418 -7.1610 3.8823 0.153 -0.029 -0.027 0.087
C 0.4619 -12.7416 2.7308 0.298 -0.141 -0.051 -0.034
O -0.9512 -12.5941 2.8896 -0.023 -0.012 0.044 0.008
C -1.4381 -11.4682 2.3746 -0.008 -0.072 -0.003 -0.625
O -0.8050 -10.6108 1.8163 0.002 0.041 0.004 0.120
O -2.7560 -11.4534 2.5805 -0.029 -0.029 0.024 0.005
C -3.4094 -10.2931 2.0702 -0.227 0.158 -0.025 -0.044
H 0.7352 -13.6892 3.1864 -0.190 -0.022 0.057 0.093
H 0.7298 -12.7622 1.6761 0.018 0.146 0.002 0.083
H 0.9908 -11.9368 3.2380 -0.021 0.071 -0.091 0.099
H -3.2835 -10.2231 0.9911 0.095 0.050 0.018 0.097
H -3.0301 -9.3931 2.5527 0.071 -0.007 -0.081 0.096
H -4.4654 -10.4076 2.3005 0.038 -0.113 0.055 0.091
C 3.1744 -2.7503 -4.8383 0.331 -0.030 0.210 -0.039
O 2.5957 -1.8064 -5.7444 -0.067 -0.040 -0.040 0.010
C 1.3396 -2.1150 -6.0694 0.153 -0.008 0.156 -0.625
O 0.7406 -3.0756 -5.6594 -0.203 0.019 -0.121 0.114
O 0.8723 -1.1897 -6.9037 0.021 0.015 -0.024 0.008
C -0.4760 -1.4089 -7.3228 -0.198 0.065 -0.121 -0.039
H 4.1861 -2.4135 -4.6307 -0.032 0.147 -0.112 0.095
H 2.6124 -2.7792 -3.9067 -0.061 -0.076 -0.038 0.090
H 3.2136 -3.7408 -5.2871 -0.112 -0.017 0.023 0.098
H -1.1507 -1.3964 -6.4688 0.029 -0.107 0.022 0.097
H -0.5636 -2.3522 -7.8586 -0.007 -0.052 0.097 0.097
H -0.7295 -0.5919 -7.9922 0.138 0.052 0.020 0.092
C 2.7339 18.8726 -3.1887 0.160 0.149 -0.072 -0.041
O 1.4548 18.2507 -3.3235 -0.014 0.009 -0.024 0.006
C 1.1851 17.3460 -2.3833 -0.076 -0.013 -0.034 -0.626
O 1.9098 17.0336 -1.4749 0.052 0.006 0.041 0.118
O -0.0258 16.8453 -2.6213 -0.023 -0.003 -0.023 0.006
C -0.4456 15.8542 -1.6794 -0.156 -0.145 0.080 -0.036
H 2.8233 19.5788 -4.0091 -0.134 -0.042 -0.044 0.093
H 2.8030 19.4088 -2.2442 0.026 -0.094 0.050 0.097
H 3.5301 18.1342 -3.2621 -0.014 -0.024 0.107 0.097
H -0.4993 16.2733 -0.6766 0.107 -0.022 0.014 0.098
H 0.2286 14.9997 -1.6947 0.070 0.056 0.069 0.095
H -1.4368 15.5342 -1.9870 0.009 0.097 -0.111 0.093
```
Forces are in eV/Å.

Properties
Total energy in eV: -133797.939
Orbital gap in eV: 8.39
Total charge: 0
HOMO level in eV: -9.35
2S+1: 1